# 1
A 2-piece molecular cluster, C3H10NOS overall, computed with wB97M-V/def2-TZVPD.

Geometry as XYZ:
```
16
Properties=species:S:1:pos:R:3
C 1.83876 1.34026 -1.47394
C 0.45343 0.81291 -0.84417
S -0.85425 1.50123 -1.93299
H 1.69367 1.74865 -2.47880
H 2.71765 0.73659 -1.48361
H 2.07025 2.20134 -0.92555
H 0.43878 -0.23077 -0.86774
H 0.30554 1.12323 0.33154
H -1.90832 0.84230 -1.62919
N -1.33339 -2.29444 1.97129
C -0.86775 -0.86453 1.55129
O 0.56231 -0.73082 1.67846
H -1.91494 -2.52177 1.15366
H -0.54966 -2.90043 2.24063
H -1.26766 -0.64419 0.42540
H -1.38442 -0.11954 2.28371
```

Output
ΔE to the lowest compared entry with this formula, charge and spin	68.9	kcal per mole
E_LUMO (alpha / beta)	0.7 / -2.1	eV
F_max	3.283	eV/A
orbital gap (alpha / beta)	9.81 / 6.99	eV
2S+1	2

Here are the Mulliken charges for atoms 1 to 4, given in e: -1.23 -0.12 -0.26 0.35



# 2
C3H10NOS as an isolated structure, computed with wB97M-V/def2-TZVPD.

Geometry as XYZ:
```
16
Properties=species:S:1:pos:R:3
C -0.92260 -1.47245 1.33040
C 1.13192 2.03438 -0.07232
C 0.66883 -0.58419 -0.52394
N -0.68614 -0.51054 0.26837
O -0.34861 0.20248 -1.92855
S 1.95307 0.41861 -0.29349
H -1.78730 -1.17460 2.01772
H -1.49637 -2.20731 0.74087
H -0.01763 -1.89170 1.84875
H 0.06901 1.80654 -0.31374
H 1.58605 2.77672 -0.79956
H 1.41754 2.49444 0.90044
H 0.75008 -1.66511 -0.66843
H -0.77302 0.39063 0.81756
H -1.34450 -0.47418 -0.47876
H -0.20033 -0.14373 -2.84532
```

Output
ΔE to the lowest compared entry with this formula, charge and spin	23.5	kcal per mole
net charge	+1
E_LUMO (alpha / beta)	-3.2 / -7.3	eV
F_max	5.537	eV/A
orbital gap (alpha / beta)	7.56 / 7.59	eV
2S+1	3

Here are the Mulliken charges for atoms 1 to 4, given in e: -0.88 -0.66 -0.38 -0.20



# 3
A 2-piece molecular cluster, C3H10NS overall, computed with wB97M-V/def2-TZVPD.

Geometry as XYZ:
```
15
Properties=species:S:1:pos:R:3
C -2.90908 -0.23555 0.96905
S -2.25295 1.35802 0.33445
H -2.10545 -0.82975 1.42745
H -3.24424 -0.84005 0.13137
H -3.66589 -0.06694 1.73311
C 1.38210 -1.05639 -0.03558
N 1.81722 0.31455 0.08536
C 1.47947 1.09580 -1.09045
H 0.39504 -1.13085 -0.51210
H 1.38911 -1.57369 0.91587
H 2.06098 -1.60540 -0.69863
H 1.46351 0.72667 0.93510
H 0.43202 1.40762 -1.02299
H 2.11409 1.97181 -1.21544
H 1.64409 0.46415 -1.95657
```

Output
ΔE to the lowest compared entry with this formula, charge and spin	27.3	kcal per mole
net charge	-1
E_LUMO	4.0	eV
F_max	1.101	eV/A
orbital gap	6.22	eV

Here are the Mulliken charges for atoms 1 to 4, given in e: -0.75 -0.75 0.14 0.17



# 4
A 2-piece molecular cluster, C3H10NS overall, computed with wB97M-V/def2-TZVPD.

Geometry as XYZ:
```
15
Properties=species:S:1:pos:R:3
C 0.02274 -1.90073 -0.68070
C 0.72415 -1.42270 0.55525
C 1.02235 0.13231 0.30142
S -0.46697 0.85049 -0.22701
N -1.40329 -1.73035 -0.49263
H 0.18876 -2.96575 -0.87730
H 0.28447 -1.31526 -1.57530
H 0.00390 -1.39030 1.37168
H 1.59330 -1.99275 0.86586
H 1.31198 0.62086 1.23323
H 1.79914 0.27587 -0.45202
H -1.05243 6.72467 1.08449
H -1.91886 -2.14577 -1.27581
H -1.59822 -0.67312 -0.44678
H -0.51101 6.93254 0.61563
```

Output
ΔE to the lowest compared entry with this formula, charge and spin	159.4	kcal per mole
net charge	+1
E_LUMO	-9.9	eV
F_max	3.240	eV/A
orbital gap	4.43	eV

Here are the Mulliken charges for atoms 1 to 4, given in e: -0.56 -0.66 -0.51 0.21



# 5
A 2-piece molecular cluster, C3H10NS overall, computed with wB97M-V/def2-TZVPD.

Geometry as XYZ:
```
15
Properties=species:S:1:pos:R:3
C 1.69555 -0.07179 -1.77672
N 0.69170 0.72898 -1.87821
H 2.19847 -0.34180 -2.72082
H 2.25551 -0.15154 -0.83505
H -0.17529 0.92752 -1.39073
H 0.84850 1.31049 -2.72490
C -0.18212 -0.10789 1.92198
C -1.41063 0.01832 1.02500
S -1.24289 -0.96163 -0.47385
H -0.23513 0.38427 2.91739
H 0.30987 -1.07724 1.89702
H 0.62676 0.54163 1.47385
H -1.52529 1.06834 0.79992
H -2.31383 -0.09158 1.67035
H -1.54118 -2.17608 0.09477
```

Output
ΔE to the lowest compared entry with this formula, charge and spin	68.3	kcal per mole
net charge	+1
E_LUMO	-6.3	eV
F_max	3.157	eV/A
orbital gap	6.88	eV

Here are the Mulliken charges for atoms 1 to 4, given in e: -0.02 -0.13 0.29 0.28



# 6
An isolated ion of composition C3H10NS and charge +1, computed with wB97M-V/def2-TZVPD.

Geometry as XYZ:
```
15
Properties=species:S:1:pos:R:3
C 0.35525 1.54370 0.39782
C -1.54147 -0.97079 -0.23215
C 0.64775 0.17545 -0.19844
N -0.23587 -0.81751 0.42649
S 2.43264 -0.32700 -0.07349
H 0.59797 1.56048 1.55944
H 1.12619 2.18657 -0.07065
H -0.77195 1.76327 0.34154
H -1.50468 -0.85916 -1.31015
H -1.88229 -1.98022 -0.05379
H -2.28828 -0.13301 0.04256
H 0.44343 0.20281 -1.22047
H 0.16174 -1.67731 0.21180
H -0.37905 -0.68357 1.39207
H 2.83864 0.01630 -1.21257
```

Output
ΔE to the lowest compared entry with this formula, charge and spin	32.0	kcal per mole
SMILES	C[NH2+][C@@H](C)S
net charge	+1
E_LUMO	-3.4	eV
F_max	3.610	eV/A
orbital gap	10.60	eV

Here are the Mulliken charges for atoms 1 to 4, given in e: -1.10 -0.91 -0.10 -0.04



# 7
An isolated ion of composition C3H10NS2 and charge +1, computed with wB97M-V/def2-TZVPD.

Geometry as XYZ:
```
16
Properties=species:S:1:pos:R:3
C -0.47287 0.13731 1.78479
C -0.61856 0.31503 0.26901
C 0.82684 0.41171 -0.51174
N -1.32951 -0.75498 -0.45027
S 2.23619 -0.73388 -0.11571
S 0.28709 0.59718 -2.24303
H -0.03277 -0.84283 1.92842
H 0.24747 0.77981 2.13026
H -1.46721 0.31525 2.16172
H -1.10168 1.22477 0.03092
H 1.30349 1.39632 -0.13186
H -2.24609 -1.12308 0.07567
H -0.87726 -1.68571 -0.38229
H -1.35953 -0.53312 -1.46019
H 3.21116 0.17451 -0.28771
H 1.39323 0.32173 -2.79797
```

Output
ΔE to the lowest compared entry with this formula, charge and spin	38.2	kcal per mole
SMILES	C[C@H]([NH3+])C(S)S
net charge	+1
E_LUMO	-3.6	eV
F_max	4.975	eV/A
orbital gap	9.80	eV

Here are the Mulliken charges for atoms 1 to 4, given in e: -1.41 -0.23 -0.24 -0.26



# 8
A 2-piece molecular cluster, C3H10NSe overall, computed with wB97M-V/def2-TZVPD.

Geometry as XYZ:
```
15
Properties=species:S:1:pos:R:3
C 0.34808 -1.94548 -1.84205
C 0.27419 0.53249 2.31615
C -0.12818 0.74433 -0.99709
N -0.16744 1.61901 2.86917
Se -1.09865 -0.66420 -1.63675
H -0.05889 -2.90345 -2.15531
H 1.04937 -1.57140 -2.58800
H 0.84511 -2.04019 -0.87801
H 1.17857 0.54526 1.72980
H -0.26404 -0.39436 2.43494
H 0.79043 0.96560 -1.52666
H -0.74932 1.60160 -0.77180
H -1.02443 1.62544 3.41115
H -1.32108 -0.61376 -3.13497
H 0.32630 2.49912 2.76942
```

Output
ΔE to the lowest compared entry with this formula, charge and spin	0.9	kcal per mole
net charge	+1
E_LUMO (alpha / beta)	-4.0 / -6.7	eV
F_max	4.567	eV/A
orbital gap (alpha / beta)	4.69 / 7.68	eV
2S+1	3

Here are the Mulliken charges for atoms 1 to 4, given in e: -0.89 -0.79 -0.59 -0.30



# 9
A 2-piece molecular cluster, C3H10O overall, computed with wB97M-V/def2-TZVPD.

Geometry as XYZ:
```
14
Properties=species:S:1:pos:R:3
C 0.11500 1.17885 1.41277
C 0.91619 0.00701 2.02158
H -0.73727 0.85105 0.82040
H 0.70133 1.84195 0.77983
H -0.17966 1.83776 2.21485
H 0.23295 -0.75162 2.38837
H 1.58219 -0.35183 1.29292
H 1.51093 0.38205 2.85131
C -0.68614 -0.47863 -2.51342
O -0.40604 -1.86096 -2.13321
H -1.74674 -0.29547 -2.34066
H -0.03118 0.16218 -1.93907
H -0.48143 -0.49912 -3.57459
H -0.79011 -2.02322 -1.28106
```

Output
ΔE to the lowest compared entry with this formula, charge and spin	17.2	kcal per mole
SMILES	CC.CO
E_LUMO	0.9	eV
F_max	2.140	eV/A
orbital gap	11.34	eV

Here are the Mulliken charges for atoms 1 to 4, given in e: -0.84 -0.82 0.23 0.27



# 10
A 2-piece molecular cluster, C3H10O overall, computed with wB97M-V/def2-TZVPD.

Geometry as XYZ:
```
14
Properties=species:S:1:pos:R:3
C -1.05192 1.50458 -0.37885
C 0.31517 1.54328 -1.17553
H -1.62257 2.39422 -0.63905
H -1.64233 0.68545 -0.81728
H -0.96552 1.33615 0.69103
H 0.57265 0.49045 -1.27676
H 0.96219 2.12443 -0.52342
H 0.18473 1.99387 -2.15087
C 0.87845 -1.86820 1.17020
O -0.44694 -1.94991 0.76586
H -0.78305 -2.87607 0.65284
H 1.11731 -2.55695 1.99366
H 0.98859 -0.80838 1.43065
H 1.49322 -2.01294 0.25753
```

Output
ΔE to the lowest compared entry with this formula, charge and spin	17.2	kcal per mole
net charge	+1
E_LUMO (alpha / beta)	-4.6 / -11.0	eV
F_max	2.536	eV/A
orbital gap (alpha / beta)	10.37 / 3.94	eV
2S+1	2

Here are the Mulliken charges for atoms 1 to 4, given in e: -0.81 -0.69 0.33 0.22



# 11
A 2-piece molecular cluster, C3H10O2 overall, computed with wB97M-V/def2-TZVPD.

Geometry as XYZ:
```
15
Properties=species:S:1:pos:R:3
C 0.87094 0.50844 0.50833
O -0.39193 0.50270 1.15355
C 0.77441 0.91741 -0.97155
C 1.31082 -0.13053 -1.94282
H 1.55890 1.17847 1.01199
H 1.27359 -0.50793 0.56860
H -0.48353 1.23550 1.77980
H -0.26654 1.15315 -1.22793
H 1.31403 1.84279 -1.13798
H 2.33189 -0.43793 -1.65645
H 0.67262 -1.01393 -1.95677
H 1.41862 0.28018 -2.93838
H -3.80824 -2.31550 1.72768
H -2.95910 -1.70711 2.87750
O -3.61648 -1.50570 2.20444
```

Output
ΔE to the lowest compared entry with this formula, charge and spin	10.6	kcal per mole
SMILES	CCCO.O
E_LUMO	0.9	eV
F_max	0.749	eV/A
orbital gap	11.04	eV

Here are the Mulliken charges for atoms 1 to 4, given in e: -0.39 -0.52 -0.26 -1.25



# 12
C3H10O2 as an isolated structure, computed with wB97M-V/def2-TZVPD.

Geometry as XYZ:
```
15
Properties=species:S:1:pos:R:3
C -0.51663 1.77976 -1.70856
C 0.01961 -0.26195 0.18198
O 0.66356 2.08881 -2.40575
H 1.24746 2.59424 -1.82717
H -1.05563 2.66476 -1.35009
H -1.16007 1.21615 -2.38490
H -0.99011 -0.64884 -0.02092
H 0.75382 -0.61834 -0.55506
H -0.29593 1.16969 -0.78166
C 0.51872 -1.51051 1.77231
O -0.61745 -2.23279 2.17813
H -1.01136 -2.64933 1.40283
H 1.03499 -1.19953 2.68229
H 1.24865 -2.16654 1.28370
H 0.16038 -0.22558 1.53289
```

Output
ΔE to the lowest compared entry with this formula, charge and spin	130.9	kcal per mole
E_LUMO	0.7	eV
F_max	3.038	eV/A
orbital gap	8.59	eV

Here are the Mulliken charges for atoms 1 to 4, given in e: -0.20 -1.13 -0.50 0.29



# 13
A 2-piece molecular cluster, C3H10O2S overall, computed with wB97M-V/def2-TZVPD.

Geometry as XYZ:
```
16
Properties=species:S:1:pos:R:3
C 0.73337 0.43722 -1.54806
O 1.82005 0.69854 -0.69406
C 0.00925 -0.79150 -0.94329
C -1.48710 -0.52085 -0.73719
S -1.97156 0.94002 0.37647
H 0.15086 1.34433 -1.28962
H 1.20604 0.69773 -2.53997
H 1.77599 0.56526 0.28671
H 0.02773 -1.67365 -1.59250
H 0.43612 -0.97432 0.02843
H -2.00115 -1.42643 -0.31875
H -2.17267 -0.52376 -1.64412
H -2.78452 0.21088 1.04479
H 0.87499 0.59888 3.72401
H 1.84811 -0.18873 2.70098
O 1.53450 0.60637 3.14618
```

Output
ΔE to the lowest compared entry with this formula, charge and spin	42.8	kcal per mole
SMILES	OCCCS.O
E_LUMO	0.6	eV
F_max	6.975	eV/A
orbital gap	9.85	eV

Here are the Mulliken charges for atoms 1 to 4, given in e: -0.11 -0.55 -0.39 -0.76



# 14
C3H10O3 as an isolated structure, computed with wB97M-V/def2-TZVPD.

Geometry as XYZ:
```
16
Properties=species:S:1:pos:R:3
C -0.64529 -0.63864 0.34358
C 0.16332 0.61796 0.34821
C -0.21776 1.75463 0.94774
O 0.68315 -0.87310 -2.53955
H -1.44126 -0.40024 1.11323
H 0.00915 -1.39226 0.83179
H -1.10635 -0.99063 -0.54120
H 1.07492 0.61902 -0.22753
H 0.52766 2.57367 0.99966
H 1.12241 -0.43278 -3.28321
H 1.56286 -1.04425 -1.75377
H 3.27915 -0.83495 -0.67273
O 2.34504 -1.03860 -0.74918
H -1.06714 1.71887 1.58600
H -3.36801 0.12096 1.99681
O -2.57757 0.61906 2.05294
```

Output
ΔE to the lowest compared entry with this formula, charge and spin	238.3	kcal per mole
E_LUMO	-5.9	eV
F_max	3.478	eV/A
orbital gap	3.09	eV

Here are the Mulliken charges for atoms 1 to 4, given in e: -0.58 0.17 -0.66 -0.68



# 15
A 3-piece molecular cluster, C3H10O3 overall, computed with wB97M-V/def2-TZVPD.

Geometry as XYZ:
```
16
Properties=species:S:1:pos:R:3
C -1.36043 -1.42227 -1.29352
C -0.73510 -0.91415 -0.04903
C -0.76220 0.35755 0.33677
O 0.20386 0.96895 1.12620
H -0.52816 -1.77601 -1.94708
H -2.08291 -0.80363 -1.80150
H -1.73955 -2.46454 -1.13878
H 0.03306 -1.53733 0.46967
H -1.52301 1.02617 -0.02243
H -0.24018 1.83652 1.20414
H 3.84746 -1.88888 -0.63862
H 4.58355 -2.18465 -2.06253
O 4.20541 -1.54601 -1.45290
H -2.00343 3.01457 2.43664
H -0.80939 4.11171 2.61349
O -1.08897 3.22199 2.21946
```

Output
ΔE to the lowest compared entry with this formula, charge and spin	31.7	kcal per mole
SMILES	C/C=C/O.O.O
E_LUMO	0.4	eV
F_max	3.044	eV/A
orbital gap	8.47	eV

Here are the Mulliken charges for atoms 1 to 4, given in e: -0.97 -0.11 -0.20 -0.45